[1]
12
Properties=species:S:1:pos:R:3:forces:R:3:lowdin_charge:R:1 method="wB97M-V/def2-TZVPD" largest_force_ev_per_a=3.91 energy_ha=-1080.6284 homo_energy_ha="-0.306 / -0.306" homo_lumo_gap_ev="7.49 / 7.49" de_lowest_ev=5.1300
C 0.0515 -0.3579 2.0767 -2.341 1.428 1.427 -0.19
C -0.2216 -0.3467 0.6292 0.973 -1.355 -2.669 -0.43
N -0.2132 0.5442 -2.6369 0.161 0.915 0.583 -0.77
O 1.2086 0.1248 -1.5174 0.983 -1.411 -2.694 -0.59
O -0.9013 1.2036 -1.9366 -0.393 -0.291 -0.699 -0.10
S 0.8916 0.9028 -0.3126 -1.096 0.104 3.746 0.93
S -0.0437 0.1605 -4.1356 -0.235 -0.383 -0.601 0.75
H 0.0675 0.7295 2.2031 -0.653 0.053 1.576 0.06
H -0.6789 -0.9397 2.7454 0.645 1.271 -1.145 0.11
H 0.9931 -0.6153 2.4395 1.905 -0.977 -0.234 0.04
H -1.2363 -0.0770 0.2694 0.461 -0.300 0.795 0.08
H 0.0827 -1.3287 0.1760 -0.408 0.946 -0.086 0.09

[2]
9
Properties=species:S:1:pos:R:3:forces:R:3:lowdin_charge:R:1 method="wB97M-V/def2-TZVPD" largest_force_ev_per_a=6.01 energy_ha=-603.7801 homo_energy_ha="-0.317 / -0.323" homo_lumo_gap_ev="6.26 / 7.04" de_lowest_ev=8.7539
C -0.3745 0.8654 0.2288 0.590 -1.028 0.801 0.10
C 1.4318 -1.0658 1.5972 -3.491 -0.984 -4.794 -0.15
N -0.0904 -1.1964 -0.8130 2.135 -4.013 1.064 -0.33
N -0.4967 0.0164 -0.7068 -0.655 1.970 -1.015 -0.40
O -1.1836 0.2913 -1.9408 -1.212 2.027 0.991 0.00
P 0.8963 -1.9686 0.2766 0.339 0.952 0.452 0.75
H -0.9849 1.7491 0.2297 -0.020 0.405 -0.438 0.04
H 1.8327 -0.4582 2.2906 1.532 1.452 2.509 -0.10
H -0.8382 -0.2259 -2.6710 0.783 -0.781 0.431 0.09